Record 1
This record from the Open Molecules 2025 dataset describes a molecular structure, C10H10 at a distorted geometry. The level of theory is wB97M-V/def2-TZVPD.

Each line ends with the Löwdin charge.
Element x y z (Å)
C1 -3.67 -0.13 0.52  -0.0714
C2 -2.87 -0.14 -0.39  -0.3026
C3 -1.40 -0.04 -0.19  -0.2327
C4 -0.57 -1.22 -0.03  -0.0108
C5 0.76 -1.02 0.14  -0.0543
C6 1.34 0.26 0.12  -0.2130
C7 2.86 0.36 0.19  -0.2473
C8 3.67 -0.50 -0.11  -0.0897
C9 0.60 1.41 -0.08  -0.0505
C10 -0.81 1.19 -0.16  -0.0346
H1 -3.30 0.07 1.86  0.1919
H2 -4.83 -0.57 0.01  0.1529
H3 -3.18 -0.43 -1.38  0.1048
H4 -0.72 -2.11 -0.31  0.0398
H5 1.40 -2.04 0.14  0.1461
H6 3.00 1.30 0.74  0.1183
H7 4.89 -0.23 0.22  0.1321
H8 3.46 -1.80 -0.62  0.1770
H9 1.01 2.26 -0.22  0.0347
H10 -1.20 2.51 -0.41  0.2093

Output
Total charge ... 0
Gap between HOMO and LUMO ... 9.81 eV
2S+1 ... 1
Relative energy (zero: lowest compared OMol25 entry of this formula, charge and spin) ... 133.2 kcal per mole
Energy ... -386.72108 hartree
HOMO level ... -8.93 eV
E_LUMO ... 0.9 eV



Record 2
This record from the Open Molecules 2025 dataset describes a molecular structure, C10H10BrClF6NO5PS3 at a distorted geometry. The level of theory is wB97M-V/def2-TZVPD.

Each line ends with the Löwdin charge.
Element x y z (Å)
C1 5.43 -2.51 -0.25  -0.0396
C2 4.24 -1.56 -0.15  -0.2638
C3 4.27 -0.38 -0.88  -0.0213
C4 3.19 0.49 -0.74  -0.0531
C5 2.14 0.19 0.08  -0.0535
C6 2.10 -0.99 0.82  -0.3189
C7 0.98 -1.33 1.76  -0.3702
S1 -0.48 -2.08 0.94  0.4248
Br1 -1.01 -3.80 2.18  0.4545
P1 -0.05 -2.95 -1.04  0.4368
O1 0.81 -1.85 -1.86  -0.3456
Cl1 1.29 -4.53 -0.76  0.2090
C8 3.18 -1.86 0.68  -0.0445
H1 5.73 -2.86 0.75  0.0835
H2 5.19 -3.40 -0.86  0.0820
H3 6.29 -1.96 -0.66  0.0784
H4 5.11 -0.10 -1.52  0.1201
H5 3.24 1.42 -1.30  0.1212
H6 1.33 0.91 0.17  0.1220
H7 1.35 -2.02 2.53  0.0858
H8 0.68 -0.43 2.31  0.1137
H9 1.00 -2.28 -2.72  0.0802
H10 3.24 -2.81 1.22  0.1232
C9 -2.01 0.81 -0.32  -0.6662
F1 -1.10 0.20 -1.12  0.0669
F2 -2.70 -0.17 0.29  0.0704
F3 -1.31 1.43 0.65  0.1035
S2 -3.09 1.96 -1.25  0.5504
O2 -3.76 1.12 -2.20  -0.2800
O3 -2.18 2.92 -1.80  -0.2780
N1 -3.94 2.43 -0.01  -0.2983
S3 -5.08 3.50 -0.30  0.5732
O4 -6.21 3.01 -1.05  -0.2777
O5 -4.63 4.82 -0.64  -0.2772
C10 -5.69 3.64 1.42  -0.6780
F4 -4.72 4.06 2.26  0.1161
F5 -6.12 2.46 1.89  0.1153
F6 -6.70 4.50 1.51  0.1348

Output
Total charge ... 0
Gap between HOMO and LUMO ... 5.10 eV
2S+1 ... 1
Relative energy (zero: lowest compared OMol25 entry of this formula, charge and spin) ... 0.0 kcal per mole
Energy ... -5987.25815 hartree
HOMO level ... -8.60 eV
E_LUMO ... -3.5 eV